<P>
Density functional theory data (ωB97M-V with the def2-TZVPD basis set) for a cluster of 8 separate species, H16O8 in total.

```
24
Properties=species:S:1:pos:R:3:lowdin_charge:R:1
O -0.503 -0.355 -0.816 -0.101
H -0.998 0.264 -0.172 0.068
H 0.242 -0.510 -0.240 0.011
O -2.366 1.273 -1.545 -0.064
H -2.019 1.926 -2.206 0.084
H -2.995 1.814 -1.079 0.029
O -4.856 -0.575 -0.189 -0.043
H -4.104 -0.127 -0.526 0.001
H -5.681 -0.098 -0.364 0.069
O 3.376 -0.081 -1.046 -0.076
H 3.789 0.318 -1.824 0.039
H 2.386 -0.079 -1.212 0.054
O -3.778 -2.102 1.394 -0.095
H -3.461 -1.875 0.527 -0.005
H -4.259 -1.316 1.769 0.052
O 1.953 3.547 0.733 -0.042
H 2.492 3.691 -0.069 0.054
H 1.078 3.833 0.704 -0.012
O 4.372 -2.868 -1.299 -0.014
H 3.933 -2.984 -2.161 0.053
H 3.745 -2.629 -0.730 -0.062
O 2.570 -0.598 3.122 -0.017
H 1.888 -0.476 3.704 -0.024
H 3.197 0.009 3.525 0.042
```

SMILES   O.O.O.O.O.O.O.O
Kohn-Sham gap   10.41 eV
HOMO level   -10.52 eV

=====

<Q>
Density functional theory data (ωB97M-V with the def2-TZVPD basis set) for a cluster of 8 separate species, H16O8 in total.

```
24
Properties=species:S:1:pos:R:3:lowdin_charge:R:1
O -0.098 1.069 0.581 -0.115
H -0.490 0.516 -0.105 0.017
H 0.336 0.440 1.169 0.028
O -1.316 -1.606 -1.136 -0.043
H -0.965 -0.709 -1.093 -0.005
H -0.917 -1.976 -1.931 0.043
O 0.499 -1.766 2.419 -0.048
H 1.214 -1.232 2.783 0.024
H 0.890 -2.640 2.313 0.041
O -0.586 1.683 -3.783 -0.061
H -1.327 2.217 -3.474 0.035
H -0.987 1.064 -4.404 0.033
O 1.006 0.230 -0.952 -0.090
H 1.622 0.936 -0.727 0.066
H 1.503 -0.578 -0.779 0.061
O -2.964 -3.440 1.563 -0.066
H -2.695 -2.537 1.360 0.024
H -3.234 -3.802 0.712 0.029
O -0.366 3.271 0.632 -0.077
H -0.744 4.148 0.763 0.036
H 0.096 3.339 -0.212 0.035
O 2.883 0.693 1.560 -0.035
H 2.887 0.116 0.788 0.019
H 3.754 0.565 1.953 0.049
```

SMILES   O.O.O.O.O.O.O.O
Kohn-Sham gap   9.03 eV
HOMO level   -8.97 eV

=====

<R>
Density functional theory data (ωB97M-V with the def2-TZVPD basis set) for a cluster of 8 separate species, H16O8 in total.

```
24
Properties=species:S:1:pos:R:3:lowdin_charge:R:1
O -2.527 -0.982 -1.639 -0.015
H -2.384 -0.290 -1.058 -0.075
H -3.182 -0.687 -2.276 0.045
O -0.805 -2.699 0.534 -0.042
H -0.515 -1.865 0.225 -0.056
H -1.610 -2.396 0.944 0.023
O 0.298 -0.247 0.128 -0.058
H 1.149 0.239 0.265 0.030
H -0.423 0.133 0.577 0.011
O -2.103 2.721 2.338 -0.054
H -2.254 2.223 1.531 -0.030
H -2.115 2.100 3.056 0.023
O 2.583 0.997 0.926 -0.038
H 2.175 0.933 1.811 0.080
H 3.360 0.444 0.990 0.030
O -2.181 1.231 -0.021 -0.032
H -3.022 1.575 -0.306 0.082
H -1.674 1.674 -0.703 0.090
O 1.080 -0.033 -2.578 -0.049
H 0.629 -0.032 -1.739 -0.030
H 1.960 0.297 -2.417 0.023
O 4.027 -1.413 -0.131 -0.054
H 3.082 -1.676 -0.184 0.059
H 4.457 -2.250 -0.277 0.036
```

SMILES   O.O.O.O.O.O.O.O
Kohn-Sham gap   10.51 eV
HOMO level   -10.65 eV

=====

<S>
Density functional theory data (ωB97M-V with the def2-TZVPD basis set) for a structure of composition H16O8.

```
24
Properties=species:S:1:pos:R:3:lowdin_charge:R:1
O 0.080 -0.001 0.340 0.045
H -0.303 0.728 0.828 0.093
H 0.651 0.415 -0.306 -0.190
O 1.512 -2.061 -0.441 -0.063
H 0.934 -1.686 0.223 -0.147
H 2.231 -2.448 0.058 0.052
O -2.594 1.173 1.071 0.015
H -2.044 0.779 1.748 0.071
H -2.607 0.526 0.366 0.077
O -0.871 2.705 1.480 -0.056
H -0.525 2.224 2.232 0.037
H -1.435 2.074 1.031 -0.080
O -0.051 0.206 -2.774 -0.043
H 0.207 0.757 -2.035 -0.114
H 0.373 -0.636 -2.605 0.036
O 1.131 0.725 -1.217 0.172
H 1.984 0.300 -1.309 0.169
H 1.301 1.648 -1.403 0.181
O -1.120 -1.376 -0.436 -0.046
H -0.498 -1.813 -1.018 0.029
H -0.821 -0.467 -0.404 -0.105
O 0.634 -1.589 1.440 -0.004
H 0.496 -0.723 1.056 -0.213
H 1.338 -1.460 2.075 0.086
```

Kohn-Sham gap   9.02 eV
HOMO level   -9.49 eV

=====

Decreasing stability: <R>, <P>, <Q>, <S>

=====

<P>
Density functional theory data (ωB97M-V with the def2-TZVPD basis set) for a structure of composition C32H26F3I2MnN3O6PS2.

```
76
Properties=species:S:1:pos:R:3:lowdin_charge:R:1
Mn 0.515 -0.457 0.039 0.328
I 3.712 1.568 -3.571 0.901
C 2.778 -0.282 -3.447 -0.644
C 3.098 -1.265 -4.395 -0.240
C 2.541 -2.514 -4.344 -0.680
I 3.102 -3.917 -5.782 0.866
C 1.615 -2.839 -3.315 -0.210
C 1.017 -4.101 -3.122 -0.046
C 0.176 -4.297 -2.063 -0.033
C -0.102 -3.225 -1.201 -0.115
N 0.406 -2.026 -1.368 0.063
C 1.283 -1.831 -2.393 -0.110
C 1.888 -0.517 -2.413 -0.401
O 1.564 0.321 -1.489 -0.190
H 3.809 -1.024 -5.173 0.070
H 1.251 -4.910 -3.800 0.058
H -0.273 -5.262 -1.875 0.106
H -0.758 -3.366 -0.349 0.103
O -1.770 2.787 -0.264 0.021
C -1.650 1.663 0.221 -0.610
O -1.230 0.625 -0.397 -0.151
C -2.062 1.484 1.692 -0.143
C -2.594 2.590 2.343 -0.036
C -2.946 2.532 3.683 -0.088
C -2.763 1.355 4.390 -0.088
C -2.239 0.240 3.751 -0.086
C -1.892 0.288 2.407 -0.284
P -1.216 -1.170 1.526 1.091
C -2.805 -1.776 0.820 -0.317
C -3.868 -2.108 1.658 -0.101
C -5.085 -2.516 1.135 -0.088
C -5.258 -2.583 -0.240 -0.097
C -4.215 -2.227 -1.083 -0.075
C -2.998 -1.821 -0.556 -0.090
C -0.804 -2.370 2.842 -0.344
C -1.365 -3.640 2.947 -0.092
C -0.858 -4.563 3.852 -0.092
C 0.222 -4.232 4.653 -0.091
C 0.805 -2.976 4.540 -0.070
C 0.301 -2.057 3.637 -0.102
H -2.713 3.497 1.766 0.111
H -3.359 3.404 4.175 0.095
H -3.025 1.299 5.440 0.097
H -2.089 -0.674 4.313 0.100
H -3.746 -2.038 2.732 0.105
H -5.900 -2.772 1.800 0.098
H -6.209 -2.897 -0.653 0.096
H -4.350 -2.251 -2.157 0.102
H -2.203 -1.496 -1.215 0.089
H -2.195 -3.923 2.314 0.092
H -1.303 -5.548 3.919 0.097
H 0.628 -4.958 5.347 0.097
H 1.679 -2.721 5.125 0.109
H 0.798 -1.100 3.521 0.088
C 1.087 5.138 1.469 -0.078
N 0.869 3.728 1.690 -0.033
C 1.234 2.697 0.910 -0.742
S 1.303 1.151 1.668 0.787
N 1.566 2.890 -0.356 0.006
C 0.974 3.888 -1.239 -0.077
H 1.342 5.599 2.423 0.083
H 0.209 5.644 1.059 0.083
H 1.926 5.284 0.791 0.082
H 0.457 3.441 2.562 0.109
H 1.866 2.032 -0.834 0.068
H 0.055 4.280 -0.809 0.065
H 0.712 3.379 -2.164 0.088
H 1.669 4.701 -1.463 0.076
F 4.798 -4.053 1.093 0.111
C 3.509 -3.720 0.894 -0.648
F 2.765 -4.474 1.715 0.119
F 3.196 -4.061 -0.367 0.119
S 3.232 -1.919 1.198 0.476
O 4.089 -1.245 0.272 -0.268
O 3.485 -1.757 2.602 -0.290
O 1.788 -1.910 0.875 -0.410
```

Kohn-Sham gap (spin up / spin down)   7.07 / 6.84 eV
Total charge   -1
Multiplicity   2
HOMO level (spin up / spin down)   -4.96 / -4.72 eV

=====

<Q>
Density functional theory data (ωB97M-V with the def2-TZVPD basis set) for a structure of composition C32H26F3I2MnN3O6PS2.

```
76
Properties=species:S:1:pos:R:3:lowdin_charge:R:1
Mn -0.471 -0.928 -1.047 0.459
I -3.073 3.290 -2.670 0.936
C -3.207 2.274 -0.853 -0.635
C -4.046 2.757 0.154 -0.245
C -4.149 2.112 1.358 -0.682
I -5.384 2.941 2.832 0.857
C -3.432 0.915 1.596 -0.220
C -3.466 0.173 2.793 -0.043
C -2.736 -0.975 2.891 -0.028
C -1.962 -1.402 1.802 -0.087
N -1.877 -0.729 0.670 0.078
C -2.602 0.424 0.567 -0.159
C -2.419 1.136 -0.678 -0.463
O -1.590 0.687 -1.536 -0.194
H -4.611 3.661 -0.025 0.072
H -4.069 0.521 3.621 0.056
H -2.743 -1.571 3.791 0.108
H -1.427 -2.328 1.870 0.098
O -0.676 -4.419 0.625 0.031
C 0.090 -3.477 0.452 -0.659
O 0.205 -2.774 -0.595 -0.174
C 1.066 -3.158 1.586 -0.132
C 1.425 -4.223 2.411 -0.024
C 2.358 -4.067 3.416 -0.081
C 2.959 -2.831 3.609 -0.084
C 2.597 -1.764 2.808 -0.106
C 1.628 -1.896 1.809 -0.269
P 1.210 -0.430 0.774 1.158
C 0.636 0.893 1.921 -0.325
C -0.037 1.932 1.276 -0.103
C -0.543 3.007 1.990 -0.061
C -0.396 3.054 3.366 -0.087
C 0.275 2.033 4.019 -0.089
C 0.795 0.965 3.304 -0.076
C 2.927 0.063 0.391 -0.341
C 3.390 1.362 0.567 -0.078
C 4.703 1.681 0.256 -0.082
C 5.559 0.712 -0.241 -0.101
C 5.093 -0.580 -0.444 -0.088
C 3.784 -0.901 -0.136 -0.084
H 0.950 -5.176 2.226 0.114
H 2.632 -4.909 4.037 0.097
H 3.715 -2.701 4.372 0.098
H 3.102 -0.817 2.930 0.105
H -0.137 1.911 0.196 0.083
H -1.062 3.796 1.465 0.112
H -0.806 3.882 3.929 0.099
H 0.392 2.064 5.094 0.097
H 1.289 0.175 3.837 0.084
H 2.724 2.127 0.935 0.102
H 5.051 2.695 0.394 0.101
H 6.582 0.964 -0.486 0.096
H 5.750 -1.338 -0.850 0.100
H 3.421 -1.909 -0.299 0.117
C -4.141 -1.574 -2.119 -0.107
N -3.650 -0.839 -3.263 -0.041
C -2.395 -0.993 -3.726 -0.771
S -1.350 -2.164 -3.080 0.768
N -2.017 -0.202 -4.734 -0.023
C -0.701 -0.266 -5.338 -0.120
H -5.169 -1.269 -1.939 0.086
H -3.535 -1.387 -1.222 0.060
H -4.107 -2.643 -2.324 0.074
H -4.106 0.038 -3.473 0.117
H -2.550 0.642 -4.883 0.116
H 0.061 -0.444 -4.575 0.037
H -0.497 0.685 -5.817 0.082
H -0.665 -1.073 -6.073 0.083
F 3.019 2.789 -4.038 0.110
C 2.670 1.551 -3.628 -0.633
F 3.678 1.058 -2.896 0.126
F 2.546 0.778 -4.725 0.111
S 1.083 1.611 -2.688 0.478
O 0.134 1.978 -3.705 -0.330
O 1.316 2.585 -1.649 -0.290
O 0.991 0.235 -2.185 -0.393
```

Kohn-Sham gap (spin up / spin down)   6.90 / 6.79 eV
Total charge   -1
Multiplicity   2
HOMO level (spin up / spin down)   -4.97 / -4.86 eV

=====

Decreasing stability: <P>, <Q>

=====

<P>
Density functional theory data (ωB97M-V with the def2-TZVPD basis set) for an isolated molecule of C3H4FN3S.

```
12
Properties=species:S:1:pos:R:3:lowdin_charge:R:1
F -1.845 -1.354 0.327 -0.062
C -1.488 -0.125 -0.160 -0.234
C -0.020 -0.070 -0.334 -0.295
C 0.798 0.031 -1.485 -0.080
N 2.101 0.005 -1.053 0.002
N 2.174 -0.014 0.280 -0.005
N 0.964 0.065 0.623 -0.443
S 0.262 -0.389 2.229 0.878
H -1.839 0.772 0.424 0.123
H -2.045 -0.043 -1.240 0.170
H 0.315 0.375 -2.382 0.101
H 0.623 0.745 2.772 -0.154
```

SMILES   FCc1cnnn1S
Kohn-Sham gap   10.06 eV
HOMO level   -9.93 eV

=====

<Q>
Density functional theory data (ωB97M-V with the def2-TZVPD basis set) for an isolated molecule of C3H4FN3S.

```
12
Properties=species:S:1:pos:R:3:lowdin_charge:R:1
F -2.312 -0.630 -0.040 -0.057
C -1.074 -1.246 0.058 -0.173
C 0.109 -0.419 0.015 -0.303
N 1.317 -1.053 -0.231 0.056
N 2.278 -0.159 -0.145 -0.006
N 1.703 1.018 0.139 -0.003
C 0.374 0.928 0.129 -0.578
S -0.813 2.241 -0.111 0.822
H -1.027 -1.995 -0.745 0.132
H -1.042 -1.878 0.931 0.123
H 2.290 1.809 0.208 0.141
H -1.803 1.385 -0.209 -0.156
```

SMILES   FCc1nn[nH]c1S
Kohn-Sham gap   9.50 eV
HOMO level   -8.89 eV

=====

Decreasing stability: <Q>, <P>